C49H50AsEuN8O4PS2 | the ωB97M-V functional and the def2-TZVPD basis

Results
Energy above the lowest of the compared OMol25 structures with the same formula, charge and spin = 10.6 kcal/mol
Orbital gap (alpha / beta) = 4.51 / 6.67 eV
Spin multiplicity = 8

```
116
Properties=species:S:1:pos:R:3:mulliken_spin:R:1
Eu -0.1402 0.1108 -0.4791 4.002
C -6.3532 -1.9303 0.6681 0.056
C -6.5687 -0.6195 1.1130 0.008
C -5.6239 0.3722 0.9075 0.057
C -4.4393 0.0264 0.2645 0.087
C -3.2764 0.7934 -0.1414 0.225
N -3.1697 2.1146 -0.0159 0.065
C -2.1257 2.8003 -0.4491 0.127
C -2.1548 4.2478 -0.6430 0.060
C -3.1448 5.1980 -0.4524 0.026
C -2.8573 6.5108 -0.7976 0.036
C -1.6149 6.8631 -1.3293 0.003
C -0.6229 5.9132 -1.5261 0.064
C -0.9046 4.6033 -1.1719 0.047
C -0.1396 3.3676 -1.2776 0.213
N 1.0893 3.3284 -1.7679 -0.017
C 1.6750 2.2273 -2.2063 0.184
N 1.1151 0.9767 -2.2980 0.050
C 1.9064 0.2087 -3.1110 0.121
N 1.5586 -0.9094 -3.7139 0.086
C 0.3770 -1.4867 -3.4993 0.210
N -0.4247 -1.3449 -2.3981 0.013
C -1.5428 -2.1028 -2.5804 0.209
N -2.5959 -2.2221 -1.7623 0.147
C -2.9749 -1.2685 -0.9281 0.133
N -2.4068 -0.0306 -0.8105 0.006
C -4.2325 -1.2904 -0.1977 0.119
C -5.1918 -2.2762 -0.0046 -0.016
C -1.4835 -2.7608 -3.8724 0.055
C -2.4125 -3.5064 -4.5884 0.035
C -2.0757 -3.8917 -5.8759 0.035
C -0.8443 -3.5357 -6.4404 0.026
C 0.0757 -2.7718 -5.7410 0.040
C -0.2560 -2.3811 -4.4492 0.085
C 3.1274 0.9469 -3.4319 0.074
C 4.2510 0.6155 -4.1712 0.005
C 5.2282 1.5881 -4.3317 0.041
C 5.0750 2.8627 -3.7808 -0.003
C 3.9441 3.1996 -3.0496 0.052
C 2.9742 2.2248 -2.8715 0.075
N -0.8959 2.3195 -0.8140 0.045
H -7.1186 -2.6795 0.8309 0.006
H -7.4935 -0.3773 1.6226 0.003
H -5.7969 1.3932 1.2258 0.004
H -4.1078 4.9152 -0.0464 0.005
H -3.6095 7.2782 -0.6619 0.004
H -1.4292 7.8958 -1.5972 0.002
H 0.3404 6.1744 -1.9449 0.005
H -5.0455 -3.2774 -0.3911 0.007
H -3.3734 -3.7573 -4.1557 0.007
H -2.7835 -4.4584 -6.4682 0.004
H -0.6262 -3.8493 -7.4538 0.003
H 1.0146 -2.4675 -6.1855 0.006
H 4.3465 -0.3709 -4.6063 0.004
H 6.1211 1.3619 -4.9014 0.004
H 5.8506 3.6028 -3.9349 0.001
H 3.8180 4.1898 -2.6305 0.006
C 6.6502 4.2586 3.2990 0.000
C 5.5714 3.2696 2.9578 0.001
C 4.8224 2.6684 3.9684 0.000
C 3.8407 1.7398 3.6655 0.000
C 3.6125 1.4003 2.3405 -0.001
C 4.3305 1.9960 1.3178 0.004
C 5.3054 2.9273 1.6332 0.005
S 2.3699 0.1497 2.0057 0.001
C 3.5562 -1.1988 1.7813 0.001
O 1.8651 0.4242 0.6100 0.004
H 6.4071 4.8023 4.2110 0.000
H 6.8045 4.9751 2.4938 0.000
H 7.5944 3.7352 3.4670 0.000
H 5.0005 2.9454 5.0004 0.000
H 3.2459 1.2831 4.4495 0.000
H 4.1019 1.7486 0.2860 -0.007
H 5.8646 3.4024 0.8362 0.000
H 4.2530 -0.9268 0.9905 0.000
H 2.9829 -2.0835 1.5063 0.000
H 4.0795 -1.3536 2.7238 0.000
C -1.9426 -5.0644 -0.6360 0.011
As -0.1475 -4.3519 -0.4307 -0.001
C 0.6318 -5.6356 0.8050 0.001
C 0.8117 -4.6933 -2.0752 0.009
S 0.3892 -2.5053 0.4469 0.006
H -1.8428 -6.1500 -0.5874 0.000
H -2.3648 -4.7561 -1.5853 -0.005
H -2.5823 -4.7057 0.1666 -0.001
H 0.5174 -6.6573 0.4441 0.000
H 0.1480 -5.5289 1.7748 0.000
H 1.6890 -5.4002 0.9134 0.000
H 0.6093 -5.7116 -2.4065 0.000
H 1.8728 -4.5727 -1.8634 0.002
H 0.5183 -3.9860 -2.8464 -0.003
C -4.0463 -2.0185 3.6730 0.007
C -3.8121 -0.5194 3.7233 -0.004
O -2.4421 -0.1570 3.5162 0.005
P -1.5338 -0.5660 2.2302 -0.019
O -0.2297 -1.0517 3.1050 0.009
C -0.3684 -2.2734 3.8278 0.001
C 0.9981 -2.8417 4.1423 0.000
O -0.8886 0.8883 1.8173 0.009
C -0.8401 1.9969 2.7540 0.005
C 0.2406 2.9807 2.3465 0.002
H -5.1159 -2.2169 3.7447 0.001
H -3.5428 -2.5268 4.4972 0.000
H -3.6928 -2.4234 2.7227 -0.003
H -4.0508 -0.1304 4.7137 -0.001
H -4.4447 -0.0212 2.9960 0.001
H -0.9426 -2.9946 3.2318 0.000
H -0.9232 -2.0695 4.7471 0.000
H 1.5158 -3.1090 3.2214 0.000
H 0.8867 -3.7358 4.7572 0.000
H 1.6037 -2.1158 4.6880 0.000
H -0.6666 1.6042 3.7546 0.000
H -1.8175 2.4777 2.7267 0.000
H 1.2300 2.6569 2.6672 -0.001
H 0.0357 3.9538 2.7929 0.000
H 0.2507 3.1042 1.2645 0.007
```